*1*
Entry from OMol25: a 2-piece molecular cluster, C2H9N2O overall (ωB97M-V/def2-TZVPD).

Geometry as ORCA input:
```
! RIJCOSX wB97M-V def2-TZVPD def2/J DEFGRID3
* xyz 1 1
C 1.2925 -0.6637 0.9795
C 0.2596 -0.5264 0.1213
N -0.7103 0.5334 0.3889
N 2.5513 -1.0264 0.6281
H 1.2434 -0.2826 2.0292
H 0.3833 -0.6802 -0.9386
H -1.4841 0.2685 1.0932
H -1.1935 0.6524 -0.5461
H -0.3566 1.4250 0.5984
H 3.1809 -1.3290 1.3161
H 2.8757 -1.2196 -0.3006
H -3.3486 1.8483 -1.7282
H -2.4664 0.6664 -2.4409
O -2.6292 1.1553 -1.6008
*
```

Summary:
- orbital gap (Eh) = 0.3598
- lowest unoccupied orbital energy (Eh) = -0.1169


*2*
Entry from OMol25: an isolated ion of composition C2H9N2O and charge +1 (ωB97M-V/def2-TZVPD).

Geometry as ORCA input:
```
! RIJCOSX wB97M-V def2-TZVPD def2/J DEFGRID3
* xyz 1 1
C 1.6169 -0.7481 0.0512
C 0.0228 -0.1537 -0.4152
N -2.1345 -0.5133 0.0370
N -0.0593 1.2573 0.1306
O -0.7825 -0.9376 0.2999
H 1.7028 -1.6683 -0.4281
H 1.4592 -0.8916 1.0506
H 2.5037 -0.1336 -0.0625
H -0.1677 -0.2537 -1.5394
H -2.4610 -0.9925 -0.7450
H -2.5873 -0.4974 0.9285
H -0.2723 1.2005 1.1434
H 0.7611 1.7521 -0.2144
H -0.7687 1.6811 -0.4801
*
```

Summary:
- orbital gap (Eh) = 0.4050
- SMILES string = C[C@H]([NH3+])ON
- lowest unoccupied orbital energy (Eh) = -0.1319


*1* (52.7 kcal/mol below the next structure)


*1*
Entry from OMol25: a 10-piece molecular cluster, C24H72N4O14 overall (ωB97M-V/def2-TZVPD).

Geometry as ORCA input:
```
! RIJCOSX wB97M-V def2-TZVPD def2/J DEFGRID3
* xyz 1 2
O 7.8387 5.2870 18.3169
H 7.7886 6.0144 18.9372
H 8.4129 5.6049 17.6201
O 9.6731 5.4666 15.8484
H 9.7280 4.5163 15.7476
H 9.3221 5.7767 15.0136
O 8.7408 2.3147 13.0404
H 9.3794 2.6743 12.4247
H 8.5597 3.0337 13.6457
O 8.3170 2.9395 16.1493
H 8.7349 2.2169 16.6178
H 7.8743 3.4439 16.8319
O 8.6539 -0.2316 14.6505
H 8.7545 0.6303 14.2466
H 7.8657 -0.1543 15.1881
O 7.8958 0.1282 17.8368
H 8.2158 0.0276 18.7333
H 7.0050 0.4640 17.9363
C 11.9541 -3.5311 19.7012
O 11.4412 -2.4383 20.4434
C 10.0626 -2.7311 20.8928
C 9.4709 -1.4695 21.4255
N 9.3940 -0.3638 20.3910
C 9.3488 0.9635 21.0978
C 9.4377 2.1470 20.1676
O 10.7474 2.4274 20.0996
C 11.0462 3.7121 19.4893
H 12.8670 -3.1662 19.2305
H 11.3174 -3.9071 18.9003
H 12.2180 -4.2330 20.4922
H 10.2205 -3.4800 21.6689
H 9.4820 -3.1177 20.0553
H 10.0078 -1.2087 22.3376
H 8.4045 -1.4995 21.6492
H 10.3120 -0.4521 19.9790
H 10.1715 1.0685 21.8052
H 8.4420 1.1597 21.6698
H 8.8456 2.9714 20.5648
H 8.9704 1.9360 19.2057
H 11.9624 4.0738 19.9560
H 10.2271 4.4114 19.6572
H 11.1766 3.5165 18.4250
C 12.2637 8.0364 13.8995
O 10.9163 7.6611 13.9491
C 10.0094 8.3269 13.1330
C 8.5761 8.1418 13.7921
N 8.1797 6.6542 13.7920
C 6.7501 6.5369 14.0635
C 6.0460 5.1901 13.9037
O 6.0145 4.8813 12.5342
C 5.5756 3.5343 12.4296
H 12.9461 7.6875 14.6745
H 12.3305 9.1086 14.0840
H 12.6006 7.7516 12.9028
H 10.0551 7.9501 12.1112
H 10.1973 9.3907 12.9877
H 7.9529 8.9122 13.3381
H 8.6837 8.4145 14.8419
H 8.2882 6.4378 12.8114
H 6.4630 7.2152 13.2600
H 6.5013 6.9935 15.0215
H 5.0783 5.2742 14.3984
H 6.6042 4.4786 14.5123
H 5.4730 3.3147 11.3669
H 4.6799 3.3006 13.0053
H 6.2301 2.7764 12.8601
C 3.2654 -0.1568 21.3775
O 3.8230 0.9263 20.6982
C 5.2217 0.8597 20.5871
C 5.6851 2.0849 19.7912
N 5.7245 1.8962 18.3048
C 4.3888 1.8114 17.6239
C 4.5772 2.5859 16.3132
O 4.5998 3.9865 16.5726
C 3.5051 4.5404 17.3205
H 3.2973 0.0894 22.4389
H 3.7021 -1.1417 21.2123
H 2.2238 -0.2934 21.0867
H 5.5224 0.0092 19.9752
H 5.6873 0.7195 21.5626
H 6.6745 2.4680 20.0412
H 5.0865 2.9812 19.9537
H 6.0866 2.6939 17.8021
H 3.5652 2.1319 18.2619
H 4.1500 0.7614 17.4543
H 3.6386 2.3965 15.7926
H 5.4414 2.3413 15.6955
H 3.5728 5.6252 17.2382
H 3.4847 4.3036 18.3842
H 2.5204 4.2725 16.9375
C 11.2172 0.7366 16.5160
O 12.6099 1.0772 16.8351
C 13.2948 0.0320 17.6193
C 13.0397 0.3345 19.0891
N 13.7989 1.4433 19.6893
C 13.8885 1.4422 21.1204
C 14.2709 0.0867 21.8291
O 14.3915 0.3621 23.2358
C 14.2958 -0.8907 23.9362
H 10.5650 0.8307 17.3843
H 11.1934 -0.3343 16.3143
H 10.8592 1.4150 15.7415
H 14.3673 0.0341 17.4246
H 12.9178 -0.9292 17.2697
H 13.4195 -0.5328 19.6290
H 11.9943 0.5417 19.3180
H 13.4337 2.2617 19.2234
H 12.9295 1.8231 21.4718
H 14.4534 2.3097 21.4618
H 15.2538 -0.2410 21.4906
H 13.5093 -0.6821 21.6982
H 14.3590 -0.6454 24.9964
H 15.1695 -1.4692 23.6358
H 13.3982 -1.5019 23.8429
*
```

Summary:
- expectation value of S² = 0.754
- orbital gap (alpha / beta) (Eh) = 0.3261 / 0.1432
- lowest unoccupied orbital energy (alpha / beta) (Eh) = -0.0724 / -0.2553


*2*
Entry from OMol25: a 10-piece molecular cluster, C24H72N4O14 overall (ωB97M-V/def2-TZVPD).

Geometry as ORCA input:
```
! RIJCOSX wB97M-V def2-TZVPD def2/J DEFGRID3
* xyz 1 2
O -0.7128 1.6520 -1.0078
H -1.2093 1.5095 -0.2020
H -1.3561 1.9938 -1.6288
O 0.4772 -4.0408 1.4678
H -0.3313 -3.5614 1.2867
H 0.5185 -4.7087 0.7834
O -2.8648 -0.7453 0.6132
H -3.0269 -0.8736 -0.3214
H -1.9293 -0.9172 0.7204
O -0.0954 -0.9959 0.5246
H 0.4691 -0.7446 -0.2064
H 0.5111 -1.2584 1.2171
O 2.1285 -2.0586 2.1171
H 1.6628 -2.8947 2.1028
H 2.6276 -2.0479 1.3004
O 1.9266 0.3947 -1.4289
H 1.7920 0.6467 -2.3425
H 1.1903 0.7880 -0.9605
C 1.2607 4.5315 3.6090
O 2.2033 3.8653 2.7940
C 1.8171 2.4848 2.4913
C 2.6134 2.1169 1.3248
N 4.1038 2.3844 1.5242
C 4.7675 2.4057 0.1814
C 6.3042 2.0721 0.3334
O 6.5288 1.2605 1.4447
C 7.6893 0.4234 1.3238
H 0.3027 4.5256 3.0890
H 1.5873 5.5710 3.6342
H 1.0884 4.1126 4.6004
H 0.7884 2.6449 2.1684
H 1.8475 1.8792 3.3971
H 2.1944 2.7420 0.5362
H 2.4801 1.0879 0.9909
H 4.5087 1.6470 2.0831
H 4.5240 3.2064 -0.5170
H 4.3187 1.5575 -0.3354
H 6.9215 2.9531 0.5094
H 6.6140 1.5440 -0.5684
H 7.8052 -0.0546 2.2966
H 8.6274 0.9222 1.0806
H 7.4724 -0.3118 0.5489
C 6.3866 0.0443 -2.8893
O 5.4056 -0.3484 -1.8930
C 5.5209 -1.7444 -1.6058
C 4.5828 -2.0891 -0.4033
N 3.0894 -2.0896 -0.5397
C 2.7820 -2.9542 -1.7138
C 1.3298 -3.1288 -1.8614
O 1.0434 -4.2468 -2.7408
C -0.2070 -4.2181 -3.4639
H 7.3855 0.3257 -2.5562
H 5.8950 0.8191 -3.4776
H 6.4678 -0.7491 -3.6323
H 6.5558 -1.9738 -1.3519
H 5.3604 -2.4398 -2.4296
H 4.8428 -1.3290 0.3334
H 4.8518 -3.0877 -0.0590
H 2.7693 -1.1803 -0.8409
H 3.3585 -3.8621 -1.5362
H 2.9916 -2.3935 -2.6247
H 0.8860 -2.2159 -2.2585
H 0.8479 -3.2403 -0.8901
H -1.1130 -4.2116 -2.8579
H -0.3600 -5.1493 -4.0094
H -0.3581 -3.3337 -4.0829
C -2.0046 -1.1127 -2.7541
O -3.2558 -1.2480 -2.1938
C -4.2977 -1.2599 -3.1330
C -5.6624 -1.5677 -2.4724
N -5.6114 -2.7243 -1.5018
C -5.6700 -4.0097 -2.1808
C -5.4236 -5.1154 -1.0892
O -4.0817 -5.3127 -0.6311
C -3.5232 -4.1098 0.0299
H -1.9137 -0.0461 -2.9590
H -1.7744 -1.6345 -3.6830
H -1.2523 -1.4190 -2.0272
H -4.1207 -2.1485 -3.7389
H -4.3962 -0.3443 -3.7163
H -6.4078 -1.8154 -3.2281
H -5.9296 -0.7722 -1.7768
H -4.7549 -2.6623 -0.9703
H -4.8711 -4.1630 -2.9064
H -6.6679 -4.1704 -2.5888
H -5.8687 -6.0363 -1.4660
H -6.0122 -4.8470 -0.2119
H -3.1549 -3.2882 -0.5845
H -2.6998 -4.5126 0.6197
H -4.2193 -3.6631 0.7399
C -1.6522 0.7399 3.7980
O -1.1724 2.1718 3.8439
C -1.9729 2.9893 4.6509
C -2.7359 4.0650 3.7612
N -3.8734 3.5142 2.9602
C -4.5339 4.5885 2.1544
C -3.9590 4.8374 0.7297
O -4.8075 4.3659 -0.3427
C -4.4061 4.5351 -1.6968
H -0.8630 0.1411 3.3433
H -2.5778 0.5537 3.2534
H -1.6393 0.3384 4.8113
H -1.3919 3.5167 5.4073
H -2.7287 2.3328 5.0821
H -2.0534 4.5572 3.0684
H -3.2202 4.7634 4.4438
H -3.4436 2.8058 2.3826
H -4.4467 5.5666 2.6273
H -5.5997 4.3619 2.1287
H -2.9420 4.4899 0.5481
H -3.8240 5.9003 0.5295
H -4.4760 5.6226 -1.7224
H -5.1109 4.1037 -2.4076
H -3.4567 4.2091 -2.1216
*
```

Summary:
- expectation value of S² = 0.754
- orbital gap (alpha / beta) (Eh) = 0.2990 / 0.1284
- lowest unoccupied orbital energy (alpha / beta) (Eh) = -0.0832 / -0.2539


*1* (18.1 kcal/mol below the next structure)


*1*
Entry from OMol25: a 3-piece molecular cluster, C5H15NO2 overall (ωB97M-V/def2-TZVPD).

Geometry as ORCA input:
```
! RIJCOSX wB97M-V def2-TZVPD def2/J DEFGRID3
* xyz 1 2
C 2.3955 -1.5427 -0.6542
C 1.0479 -1.2385 -0.1825
C 0.5945 0.0015 -0.3849
N -0.6621 0.5123 0.0313
C -0.9343 1.9329 -0.5661
C -0.9635 1.9209 -2.1706
H 2.6031 -2.3692 -1.4076
H 2.8292 -0.8384 -1.1679
H 3.0851 -1.8995 0.1058
H 0.4591 -1.9579 0.2554
H 1.2770 0.8351 -0.7901
H -1.3507 -0.1136 0.4572
H -0.0674 2.6615 -0.3417
H -1.7547 2.4990 -0.2381
H -1.6564 1.1985 -2.5506
H 0.0650 1.7271 -2.5260
H -1.1873 2.9989 -2.5024
H 0.6834 0.5944 2.0656
H 1.8140 -0.3053 2.2836
O 1.2702 0.2962 2.8376
H -2.7779 -1.3861 1.5349
H -2.5104 -2.6117 0.4137
O -2.4848 -1.6792 0.6547
*
```

Summary:
- expectation value of S² = 0.771
- orbital gap (alpha / beta) (Eh) = 0.4116 / 0.2856
- lowest unoccupied orbital energy (alpha / beta) (Eh) = -0.1160 / -0.2595


*2*
Entry from OMol25: a 3-piece molecular cluster, C5H15NO2 overall (ωB97M-V/def2-TZVPD).

Geometry as ORCA input:
```
! RIJCOSX wB97M-V def2-TZVPD def2/J DEFGRID3
* xyz 1 2
N -2.1826 0.9771 -1.8562
C -1.4946 2.2961 -1.7236
C 0.0915 1.9393 -1.3229
C 0.1396 0.4606 -1.4246
C -1.2799 -0.1416 -1.4390
C -1.6335 -0.6462 0.0729
H -2.3738 0.8430 -2.8041
H -1.5756 2.8619 -2.7143
H -1.9951 2.8764 -0.9789
H 0.2077 2.4591 -0.2511
H 0.6663 2.5825 -2.0007
H 0.7207 0.1869 -0.4807
H 0.8243 0.2506 -2.2027
H -1.3200 -0.9895 -2.0690
H -1.6904 -1.6772 0.0852
H -2.6817 -0.2213 0.2091
H -0.9639 -0.0859 0.6946
H 3.6538 -0.3358 4.1635
H 3.7288 1.1679 3.7539
O 4.3116 0.2748 3.9679
H 1.5917 -4.7544 2.1748
H 0.0118 -4.4696 2.2426
O 0.8804 -4.1479 2.0564
*
```

Summary:
- expectation value of S² = 0.754
- orbital gap (alpha / beta) (Eh) = 0.3740 / 0.1817
- lowest unoccupied orbital energy (alpha / beta) (Eh) = -0.1151 / -0.3074


*1* (26.1 kcal/mol below the next structure)